11
Properties=species:S:1:pos:R:3 method="wB97M-V/def2-TZVPD" gap_ev=7.994 e_lumo_ha=-0.0558 largest_force_ev_per_a=1.91
C -1.636 -0.277 -0.116
C 1.409 2.371 1.262
C -0.401 -0.693 -0.420
N -1.948 0.632 0.844
N 0.458 1.417 1.148
O 1.239 3.562 1.177
S -1.044 1.653 1.540
H -2.511 -0.670 -0.622
H 2.412 1.918 1.377
H -0.258 -1.437 -1.184
H 0.471 -0.352 0.103


11
Properties=species:S:1:pos:R:3 method="wB97M-V/def2-TZVPD" gap_ev="8.364 / 8.363" e_lumo_ha="-0.0331 / -0.0331" largest_force_ev_per_a=3.38
C -0.485 0.868 0.558
C 0.050 -0.248 0.077
C -0.213 -1.684 0.721
N 1.127 -0.130 -0.909
N 1.445 0.947 -1.379
O -0.426 2.657 -2.118
S 0.458 2.398 -1.003
H -1.148 1.058 1.462
H 0.109 -2.428 -0.095
H -1.320 -1.763 1.021
H 0.402 -1.674 1.663


11
Properties=species:S:1:pos:R:3 method="wB97M-V/def2-TZVPD" gap_ev="7.919 / 7.104" e_lumo_ha="-0.0314 / -0.0527" largest_force_ev_per_a=3.91
C -0.779 0.758 0.384
C 0.516 0.966 0.821
C 0.700 -0.142 -1.026
N -0.632 -0.282 -0.582
N 1.395 0.289 0.126
O -1.629 -1.888 1.125
S -0.467 -1.783 0.222
H -1.809 1.008 0.611
H 0.914 1.553 1.773
H 1.049 -1.018 -1.649
H 0.742 0.540 -1.806


11
Properties=species:S:1:pos:R:3 method="wB97M-V/def2-TZVPD" gap_ev=8.735 e_lumo_ha=0.0108 largest_force_ev_per_a=5.22
C -1.028 0.078 -0.287
C -0.220 -0.577 0.647
N 0.202 -0.962 1.658
S 1.048 -1.537 2.825
H -0.684 0.246 -1.389
H -1.431 1.065 0.177
H -2.016 -0.573 -0.469
N 2.520 -1.739 0.257
C 2.207 -0.975 -0.572
O 1.878 -0.163 -1.309
H 1.933 -2.402 0.697


11
Properties=species:S:1:pos:R:3 method="wB97M-V/def2-TZVPD" gap_ev=8.692 e_lumo_ha=-0.0194 largest_force_ev_per_a=2.44
H -1.609 1.679 0.087
N -0.701 2.112 -0.032
C 0.216 1.295 -0.005
N 0.143 -0.181 0.005
C 1.382 -0.843 -0.036
O 2.452 -0.354 -0.013
C -0.987 -0.897 0.006
S -2.578 -0.461 -0.021
H 1.278 1.546 0.015
H 1.215 -1.941 -0.022
H -0.810 -1.956 0.016


11
Properties=species:S:1:pos:R:3 method="wB97M-V/def2-TZVPD" gap_ev="7.658 / 7.659" e_lumo_ha="-0.0513 / -0.0513" largest_force_ev_per_a=6.57
C -0.330 1.350 -1.330
C -0.563 0.067 -0.903
C 0.677 0.259 1.373
N -0.045 2.379 -1.778
N -0.279 -0.408 0.555
O -0.891 -2.474 -1.043
S -0.963 -1.260 -1.908
H 0.396 0.012 2.436
H 1.684 0.177 0.986
H 0.660 1.393 1.209
H -0.346 -1.496 0.404


11
Properties=species:S:1:pos:R:3 method="wB97M-V/def2-TZVPD" gap_ev=8.151 e_lumo_ha=-0.0061 largest_force_ev_per_a=5.14
C -2.029 0.368 -0.145
C 0.424 0.377 0.062
C 1.922 -1.233 0.011
H -2.842 1.176 -0.244
H -0.840 2.076 -0.127
H 1.330 1.119 0.805
H 2.042 -2.359 0.676
N -0.851 0.995 -0.188
N 0.531 -0.819 -0.353
O 2.804 -0.410 -0.360
S -2.492 -1.290 -0.137


11
Properties=species:S:1:pos:R:3 method="wB97M-V/def2-TZVPD" gap_ev=9.543 e_lumo_ha=0.0207 largest_force_ev_per_a=4.19
C -1.283 1.120 -0.218
C 0.053 0.415 -0.104
S 1.492 1.330 -0.512
N 2.468 0.014 -0.260
N 1.945 -1.067 0.061
C 0.426 -0.883 0.152
O -0.312 -1.915 0.627
H -1.551 1.325 0.792
H -1.313 1.987 -0.787
H -2.016 0.381 -0.775
H 0.091 -2.707 1.025


11
Properties=species:S:1:pos:R:3 method="wB97M-V/def2-TZVPD" s_squared=2.0144 gap_ev="6.866 / 7.241" e_lumo_ha="0.0172 / -0.0936" spin_multiplicity=3 largest_force_ev_per_a=5.05
C -1.287 -0.897 -0.200
C 0.864 1.994 -0.088
C 0.064 -0.224 0.148
N -2.336 -0.165 -0.157
N -0.154 1.174 0.177
O 2.006 1.617 -0.096
S -2.113 1.396 0.076
H -1.556 -1.848 -0.267
H 0.520 3.052 -0.428
H 0.617 -0.731 1.003
H 0.697 -0.318 -0.670


12
Properties=species:S:1:pos:R:3 method="wB97M-V/def2-TZVPD" gap_ev=8.942 e_lumo_ha=-0.0022 largest_force_ev_per_a=7.24
H 0.124 -1.202 2.366
N 0.371 -1.506 1.288
C 0.278 -0.441 0.540
C -0.619 0.621 0.624
S -1.425 1.759 1.963
C -0.748 1.231 -0.634
O 0.039 0.491 -1.594
N 1.068 -0.392 -0.717
S 1.131 -1.819 -1.690
H -0.307 2.805 1.915
H -1.371 1.948 -1.048
H 2.406 -1.682 -2.030


10
Properties=species:S:1:pos:R:3 method="wB97M-V/def2-TZVPD" gap_ev="8.254 / 8.257" e_lumo_ha="-0.0296 / -0.0296" largest_force_ev_per_a=4.10
C 2.188 0.390 -0.351
C -1.357 1.216 0.073
C -1.387 -0.008 -0.330
N 2.696 1.147 -1.035
N 0.010 -1.897 0.508
S -1.407 -1.604 -0.067
H -1.385 1.537 1.243
H -1.181 2.176 -0.564
H 0.471 -2.784 0.421
H 1.351 -0.173 0.101


10
Properties=species:S:1:pos:R:3 method="wB97M-V/def2-TZVPD" gap_ev=8.724 e_lumo_ha=-0.0035 largest_force_ev_per_a=3.62
C 1.817 1.365 -0.019
C 2.116 -1.077 0.326
C -0.647 0.791 -0.167
N 3.030 1.148 -0.125
N 0.788 0.723 0.166
S 3.557 -0.567 0.099
H 1.906 -2.042 0.507
H -0.769 0.026 -1.067
H -1.238 0.454 0.754
H -1.055 1.858 -0.338


10
Properties=species:S:1:pos:R:3 method="wB97M-V/def2-TZVPD" gap_ev=8.891 e_lumo_ha=-0.0102 largest_force_ev_per_a=2.14
C -1.364 -1.560 0.590
S -0.697 -0.027 1.275
N 0.175 0.357 -0.127
C 1.175 1.157 -0.069
C 1.650 1.729 -1.331
N 1.943 2.212 -2.351
H -1.239 -2.422 1.296
H -2.422 -1.461 0.219
H -0.811 -1.581 -0.339
H 1.590 1.596 0.838


11
Properties=species:S:1:pos:R:3 method="wB97M-V/def2-TZVPD" gap_ev="6.887 / 7.294" e_lumo_ha="0.0045 / 0.0110" largest_force_ev_per_a=3.43
C 1.381 -0.562 0.517
C -1.409 -0.491 0.472
C 0.019 1.739 -0.170
N 1.801 -1.699 0.659
N -1.775 -1.653 0.552
S 1.617 1.011 0.502
S -1.541 1.154 0.450
H -0.068 2.841 0.074
H -0.131 1.731 -1.179
H 2.842 -1.990 0.739
H -2.585 -2.132 0.867


10
Properties=species:S:1:pos:R:3 method="wB97M-V/def2-TZVPD" charge=+1 gap_ev="8.754 / 8.760" e_lumo_ha="-0.2930 / -0.2929" largest_force_ev_per_a=4.85
C 1.889 -0.490 0.334
C 0.164 -0.117 -0.477
C -1.378 0.018 0.388
N 2.269 0.818 0.272
N 1.216 1.162 -0.236
N 0.883 -1.168 0.026
H -0.008 -0.086 -1.669
H -2.089 -0.459 -0.479
H -1.492 1.038 0.652
H -1.454 -0.717 1.189


10
Properties=species:S:1:pos:R:3 method="wB97M-V/def2-TZVPD" charge=+1 gap_ev=7.674 e_lumo_ha=-0.2692 largest_force_ev_per_a=3.88
N 0.025 1.402 0.901
C 0.304 0.525 -0.019
C -0.041 -0.871 -0.531
C 0.794 -1.106 -1.599
N 1.607 0.181 -1.790
N 1.375 0.937 -0.899
H -0.823 1.449 1.588
H 0.624 2.316 0.979
H -0.584 -1.649 -0.055
H 0.877 -1.883 -2.331


11
Properties=species:S:1:pos:R:3 method="wB97M-V/def2-TZVPD" gap_ev=8.645 e_lumo_ha=-0.0099 largest_force_ev_per_a=0.47
N 0.647 1.425 -1.151
C 0.283 0.420 -0.294
C -0.858 -0.416 -0.596
N -1.280 -1.359 0.193
C -0.392 -1.705 1.205
N 0.674 -0.912 1.441
N 0.959 0.267 0.822
H -0.044 1.777 -1.798
H 1.279 2.112 -0.760
H -1.464 -0.171 -1.474
H 0.196 -1.439 2.411


11
Properties=species:S:1:pos:R:3 method="wB97M-V/def2-TZVPD" gap_ev=9.382 e_lumo_ha=0.0141 largest_force_ev_per_a=1.31
N 1.850 0.015 -0.712
C 0.644 -0.253 -0.101
C 0.148 0.331 1.099
N -1.133 0.656 1.047
C -1.904 0.051 0.140
N -1.491 -1.055 -0.477
N -0.185 -1.131 -0.681
H 2.238 0.952 -0.741
H 2.046 -0.527 -1.545
H 0.712 0.569 2.038
H -2.925 0.393 -0.066


11
Properties=species:S:1:pos:R:3 method="wB97M-V/def2-TZVPD" s_squared=2.0155 gap_ev="6.508 / 7.294" e_lumo_ha="0.0128 / -0.1290" spin_multiplicity=3 largest_force_ev_per_a=5.68
C 0.607 1.353 0.079
C 1.243 -0.836 0.091
C 0.122 -0.006 0.399
N 1.119 2.335 -0.210
N 2.189 -1.327 -0.366
N -0.725 -0.352 1.445
N -0.768 -0.193 -1.156
H -1.221 0.362 1.875
H -1.371 -1.118 1.031
H -0.880 0.695 -1.605
H -0.316 -0.915 -1.582


12
Properties=species:S:1:pos:R:3 method="wB97M-V/def2-TZVPD" gap_ev=9.144 e_lumo_ha=-0.0087 largest_force_ev_per_a=7.02
C 1.526 0.718 1.423
N 0.183 0.468 0.534
N 0.510 0.070 -0.726
C -0.314 -0.636 -1.525
C -1.606 -0.748 -1.124
O -2.375 -1.397 -1.749
N -2.008 -0.216 0.065
N -1.181 0.379 0.854
H 1.982 -0.436 1.477
H 2.242 1.690 1.031
H 1.028 0.820 2.370
H 0.014 -0.710 -2.628


12
Properties=species:S:1:pos:R:3 method="wB97M-V/def2-TZVPD" gap_ev=10.856 e_lumo_ha=0.0091 largest_force_ev_per_a=1.38
O 2.230 -0.739 -0.488
C 1.382 -0.127 0.425
C 0.899 1.326 0.070
N -0.436 0.727 -0.017
N -1.746 0.812 -0.228
N -2.141 -0.415 -0.145
N -1.136 -1.306 0.171
C -0.098 -0.513 0.232
H 3.178 -0.554 -0.305
H 1.750 -0.198 1.448
H 1.298 1.706 -0.896
H 1.055 2.112 0.835


12
Properties=species:S:1:pos:R:3 method="wB97M-V/def2-TZVPD" gap_ev=9.312 e_lumo_ha=-0.0125 largest_force_ev_per_a=6.35
C 1.127 -0.068 -0.468
C 0.087 1.001 1.180
C -1.119 -0.117 -0.306
H -1.026 -2.211 -1.927
H 2.026 -0.146 -1.094
H 1.136 1.198 2.927
H -1.995 -0.348 -0.803
N -0.089 -0.853 -0.734
N 1.217 0.724 0.513
N 0.118 1.213 2.382
N -1.221 0.871 0.506
O -0.262 -1.264 -2.175


12
Properties=species:S:1:pos:R:3 method="wB97M-V/def2-TZVPD" gap_ev=7.780 e_lumo_ha=-0.0612 largest_force_ev_per_a=5.40
C -0.726 -0.325 1.276
C 0.093 1.318 -0.626
C 0.258 -0.773 -1.200
H 0.768 1.310 2.584
H -1.717 -1.448 1.216
H -0.003 2.224 -0.215
H 0.542 -2.210 -0.037
N -0.615 0.406 2.289
N 0.007 0.042 -0.008
N 0.422 1.399 -1.884
N 0.265 -2.020 -1.306
O 0.705 0.076 -2.088


12
Properties=species:S:1:pos:R:3 method="wB97M-V/def2-TZVPD" gap_ev=9.517 e_lumo_ha=-0.0007 largest_force_ev_per_a=5.77
H 0.161 2.780 0.212
N -0.350 1.868 -0.190
C 0.384 0.906 -0.164
N 1.877 1.060 0.014
N 2.552 0.112 0.011
O 2.000 -1.269 -0.059
N 0.670 -1.458 -0.208
C -0.109 -0.478 -0.236
C -1.604 -0.813 0.080
H -1.350 -1.930 0.105
H -1.859 -0.320 1.135
H -2.371 -0.459 -0.701


15
Properties=species:S:1:pos:R:3 method="wB97M-V/def2-TZVPD" gap_ev=10.585 e_lumo_ha=-0.0352 largest_force_ev_per_a=5.98
C 0.828 1.132 1.194
C 1.680 -0.063 -0.764
C 0.861 -0.128 0.487
N 0.735 2.120 1.773
N -0.970 -0.370 0.058
N -1.401 0.559 -0.982
N -1.749 -1.132 0.842
O -0.779 1.525 -1.094
O -2.349 0.187 -1.607
O -1.110 -1.738 1.650
O -2.924 -1.111 0.661
H 1.591 -0.692 -1.592
H 2.656 -0.329 -0.544
H 1.870 0.991 -1.240
H 1.060 -0.951 1.158


13
Properties=species:S:1:pos:R:3 method="wB97M-V/def2-TZVPD" gap_ev=9.377 e_lumo_ha=0.0203 largest_force_ev_per_a=3.01
C -0.329 -0.457 -0.651
C 2.060 0.443 -0.340
C -0.483 -0.752 0.759
N -0.718 -0.105 -1.689
N 2.504 -0.657 -0.248
N -1.117 0.385 -2.733
N -1.390 0.034 1.274
O -0.041 -1.698 1.311
S 1.627 1.923 -0.440
H 3.115 -1.211 -0.736
H -1.188 -0.333 -3.422
H -1.884 0.550 0.584
H -1.740 -0.146 2.156


9
Properties=species:S:1:pos:R:3 method="wB97M-V/def2-TZVPD" charge=+1 gap_ev=8.959 e_lumo_ha=-0.2126 largest_force_ev_per_a=3.58
C 1.189 -0.401 -0.199
N 0.086 -0.796 0.265
C -0.985 0.077 0.352
C -0.757 1.261 -0.254
O -0.646 2.259 -0.807
H 1.181 0.639 -0.646
H 1.930 -1.246 -0.193
H -0.123 -1.707 0.440
H -1.877 -0.087 1.042


9
Properties=species:S:1:pos:R:3 method="wB97M-V/def2-TZVPD" charge=+1 gap_ev=10.420 e_lumo_ha=-0.2600 largest_force_ev_per_a=4.87
C 1.362 1.557 -0.105
C 0.323 0.126 0.692
C 0.022 0.294 -0.748
N 1.356 1.711 1.063
O 0.961 1.249 -1.230
H -0.430 0.159 1.380
H 1.031 -0.605 0.900
H 0.038 -0.723 -1.277
H -0.963 0.709 -0.959


10
Properties=species:S:1:pos:R:3 method="wB97M-V/def2-TZVPD" charge=+1 gap_ev=10.999 e_lumo_ha=-0.1729 largest_force_ev_per_a=5.09
C 0.440 -0.790 -0.439
C -0.810 -0.039 -0.437
C 0.685 1.330 0.403
N -0.590 -1.123 0.472
O 1.366 0.304 0.173
O -0.577 1.290 0.113
H 0.987 -1.499 -1.178
H -1.645 -0.027 -1.150
H 1.211 2.502 1.120
H -1.067 -1.946 0.923


11
Properties=species:S:1:pos:R:3 method="wB97M-V/def2-TZVPD" charge=-1 gap_ev="6.639 / 3.219" e_lumo_ha="0.1160 / 0.0323" largest_force_ev_per_a=4.21
C -2.983 -0.226 -0.239
C -2.327 -1.301 0.226
C 1.422 0.712 0.387
N -3.569 0.582 -0.883
O 2.855 0.501 -1.803
O 3.712 1.956 0.176
S 2.983 0.772 -0.375
H -2.322 -2.153 -0.389
H -2.153 -1.386 1.288
H 0.872 -0.228 0.204
H 1.509 0.771 1.407


11
Properties=species:S:1:pos:R:3 method="wB97M-V/def2-TZVPD" charge=-1 gap_ev=8.496 e_lumo_ha=0.1442 largest_force_ev_per_a=1.22
O -1.001 2.386 -0.004
C -0.849 1.465 -0.802
N -0.537 0.201 -0.511
C 0.010 -0.273 0.726
C 1.090 -1.338 0.423
O 1.937 -1.560 1.300
O 0.977 -1.863 -0.717
H -1.002 1.655 -1.882
H -0.241 -0.441 -1.247
H 0.388 0.511 1.376
H -0.773 -0.744 1.338


12
Properties=species:S:1:pos:R:3 method="wB97M-V/def2-TZVPD" charge=-1 gap_ev=7.779 e_lumo_ha=0.1257 largest_force_ev_per_a=3.11
O -2.953 0.082 1.122
C -2.766 -0.448 0.085
O -3.255 -1.342 -0.556
O -1.486 0.173 -0.761
N -0.328 0.072 -0.233
C 0.657 0.810 -0.428
C 1.970 0.320 0.247
S 2.176 -1.488 0.033
H 0.661 1.750 -0.866
H 1.630 0.593 1.208
H 2.825 0.954 -0.030
H 0.871 -1.475 0.179


13
Properties=species:S:1:pos:R:3 method="wB97M-V/def2-TZVPD" charge=-1 gap_ev=8.854 e_lumo_ha=0.1376 largest_force_ev_per_a=5.45
O 0.084 -2.829 0.232
C 0.036 -1.639 0.413
C 1.067 -0.546 0.732
C -0.228 0.436 0.518
S -0.229 1.340 -1.083
O 0.940 0.880 -1.840
O -1.565 1.062 -1.660
O -0.006 2.705 -0.695
N -1.006 -0.754 0.380
H 1.503 -0.490 1.636
H 1.851 -0.377 0.146
H -0.588 1.265 1.273
H -1.857 -1.053 -0.051


14
Properties=species:S:1:pos:R:3 method="wB97M-V/def2-TZVPD" charge=-2 gap_ev=6.528 e_lumo_ha=0.2419 largest_force_ev_per_a=4.14
C -1.301 0.455 1.692
C -0.748 -0.236 0.687
C 0.619 -0.167 0.100
N 1.327 -1.308 -0.238
O 2.540 -1.173 -0.386
O 0.773 -2.429 -0.201
P 0.019 0.844 -1.582
O -0.110 2.165 -0.869
O 1.284 0.727 -2.452
O -1.157 0.080 -2.092
H -2.311 0.249 1.960
H -0.912 1.216 2.294
H -1.355 -0.933 0.295
H 1.332 0.506 0.792


10
Properties=species:S:1:pos:R:3 method="wB97M-V/def2-TZVPD" gap_ev=9.295 e_lumo_ha=0.0200 largest_force_ev_per_a=2.49
C 1.540 -1.285 -0.103
C 1.777 -0.125 0.443
O 1.939 0.982 0.818
H 2.315 -1.894 -0.418
H 0.568 -1.754 -0.142
N -0.925 1.425 -1.031
C -1.332 0.622 -0.244
P -1.807 -0.443 0.940
H -1.412 1.757 -1.836
H -2.663 0.714 1.575


10
Properties=species:S:1:pos:R:3 method="wB97M-V/def2-TZVPD" gap_ev=9.145 e_lumo_ha=-0.0315 largest_force_ev_per_a=3.81
C 0.320 1.259 1.969
C 0.194 -0.534 -0.087
C 0.131 1.299 0.520
N 0.753 1.217 3.021
O 1.150 2.557 -1.518
P 1.689 1.739 -0.465
H 0.258 -0.715 -1.105
H 1.125 -1.019 0.246
H -0.770 -1.066 0.294
H -0.877 1.660 0.103


10
Properties=species:S:1:pos:R:3 method="wB97M-V/def2-TZVPD" s_squared=2.0147 gap_ev="7.285 / 8.240" e_lumo_ha="0.0115 / -0.1095" spin_multiplicity=3 largest_force_ev_per_a=4.08
C -0.140 0.729 -1.884
C 1.580 0.324 0.049
C 0.638 -0.690 0.335
N -0.173 0.717 -3.039
O 2.702 0.685 -0.182
P -0.035 0.976 -0.167
H 0.469 -0.701 1.377
H 0.611 -1.633 -0.117
H -2.845 0.201 1.573
H -2.806 -0.607 2.055


11
Properties=species:S:1:pos:R:3 method="wB97M-V/def2-TZVPD" charge=+1 gap_ev=7.953 e_lumo_ha=-0.2073 largest_force_ev_per_a=3.72
C -1.719 0.289 0.951
C 1.038 -2.123 -2.068
C 1.309 1.318 0.577
N -1.095 -0.425 0.174
O 1.557 -2.364 -3.040
S 2.904 1.340 0.325
S 0.548 -0.101 -0.224
H -1.242 1.286 1.053
H -2.622 -0.014 1.391
H -1.424 -1.390 -0.092
H 0.747 2.183 0.953


9
Properties=species:S:1:pos:R:3 method="wB97M-V/def2-TZVPD" gap_ev=9.413 e_lumo_ha=0.0051 largest_force_ev_per_a=2.76
C -1.174 0.305 -0.270
N -0.964 -1.063 -0.070
C 0.278 -1.377 0.105
P 1.425 0.026 -0.097
C -0.072 1.095 -0.198
H -2.232 0.709 -0.368
H 0.562 -2.471 0.016
H 2.147 0.509 1.060
H 0.030 2.268 -0.178


9
Properties=species:S:1:pos:R:3 method="wB97M-V/def2-TZVPD" charge=+1 gap_ev="7.673 / 7.672" e_lumo_ha="-0.2125 / -0.2125" largest_force_ev_per_a=2.58
C -1.573 -0.695 -0.361
N -0.302 -0.589 -0.028
C 0.761 0.302 0.204
C 1.290 1.553 0.140
S 2.323 2.726 0.253
H -2.011 -1.675 -0.393
H -2.165 0.177 -0.609
H 0.090 -1.515 0.161
H 1.587 -0.283 0.632